44
Properties=species:S:1:pos:R:3 method="wB97M-V/def2-TZVPD" spin_multiplicity=3 gap_ha="0.369 / 0.233" e_homo_ev="-15.424 / -15.402" de_lowest_kj_mol=91.4 charge=+2
Pd -11.847 4.321 7.896
C -9.539 4.948 2.823
N -10.640 4.390 3.689
C -11.546 3.457 3.031
C -10.880 4.686 4.979
O -11.464 3.868 5.748
C -10.516 6.119 5.465
O -11.534 6.573 6.382
C -12.828 6.975 5.917
C -13.937 6.017 6.447
O -13.742 5.231 7.436
N -15.163 6.049 5.865
C -15.678 7.051 4.955
C -16.246 5.202 6.463
H -8.807 4.125 2.630
H -9.102 5.792 3.334
H -9.967 5.230 1.836
H -11.884 2.681 3.740
H -11.074 3.064 2.131
H -12.414 4.019 2.674
H -10.427 6.809 4.614
H -9.535 6.060 6.007
H -12.921 7.063 4.824
H -13.032 7.962 6.361
H -14.964 7.264 4.147
H -15.954 8.007 5.459
H -16.569 6.674 4.456
H -15.802 4.242 6.803
H -17.041 5.023 5.757
H -16.640 5.692 7.351
C -12.987 4.653 13.015
N -11.983 4.508 11.959
C -12.096 3.772 10.840
S -10.787 3.741 9.691
N -13.103 2.902 10.763
C -13.298 1.975 9.655
H -12.652 5.391 13.771
H -13.108 3.715 13.635
H -13.945 5.035 12.599
H -11.335 5.267 11.952
H -13.917 3.058 11.329
H -13.991 2.351 8.879
H -13.706 1.019 10.036
H -12.334 1.745 9.199

8
Properties=species:S:1:pos:R:3 method="wB97M-V/def2-TZVPD" spin_multiplicity=1 gap_ha=0.302 e_homo_ev=-0.622 de_lowest_kj_mol=229.0 charge=-2
N 18.483 -9.023 11.957
O 18.653 -7.816 11.580
O 17.490 -9.402 12.599
O 19.368 -9.873 11.611
N 19.542 -10.329 15.086
O 20.684 -10.840 14.908
O 18.579 -11.083 15.401
O 19.372 -9.094 14.969